Here is a molecular structure, C21H42Ge2IrO7P2Si at a distorted geometry from the Open Molecules 2025 dataset. Energies are from ωB97M-V with the def2-TZVPD basis set.

Results
Electronic energy: -179103.93586 eV
ΔE to the lowest compared entry with this formula, charge and spin: 440.3 kJ/mol
HOMO-LUMO gap (alpha / beta): 4.31 / 4.69 eV
HOMO energy (alpha / beta): -13.32 / -13.31 eV

```
! RIJCOSX wB97M-V def2-TZVPD def2/J DEFGRID3
* xyz 2 2
Ir -0.74 -0.15 0.11
C -0.22 -1.61 4.82
C -0.52 -1.59 3.33
Ge 0.01 0.12 2.40
C -0.82 1.50 3.61
C 0.03 1.88 4.82
C 1.91 0.23 2.82
C 2.96 -0.07 2.08
Ge 2.34 -0.44 0.00
C 2.52 1.54 -0.45
C 3.90 2.08 -0.80
C 3.41 -1.77 -1.10
C 4.92 -1.62 -1.19
C 4.39 -0.16 2.40
C 4.76 -0.43 3.73
C 6.09 -0.44 4.09
C 7.08 -0.22 3.14
C 6.73 0.02 1.82
C 5.39 0.04 1.46
H -0.47 -2.60 5.21
H -0.82 -0.89 5.38
H 0.84 -1.44 5.03
H -1.59 -1.69 3.12
H 0.01 -2.37 2.79
H -1.78 1.07 3.92
H -1.04 2.39 3.02
H 0.35 1.01 5.39
H -0.57 2.50 5.49
H 0.90 2.45 4.53
H 2.05 0.63 3.82
H 2.06 2.06 0.39
H 1.85 1.61 -1.32
H 4.54 2.19 0.07
H 3.78 3.07 -1.24
H 4.41 1.47 -1.55
H 2.94 -1.66 -2.07
H 3.13 -2.74 -0.69
H 5.23 -0.66 -1.60
H 5.29 -2.40 -1.86
H 5.41 -1.76 -0.23
H 3.99 -0.60 4.47
H 6.36 -0.62 5.12
H 8.13 -0.24 3.42
H 7.49 0.18 1.07
H 5.11 0.23 0.43
C -0.37 -3.88 -2.88
C -0.24 -2.72 -1.91
O 0.83 -2.86 -0.97
P 0.17 -1.15 -2.75
O 1.45 -1.40 -3.61
O -0.90 -0.77 -3.82
O 0.49 -0.05 -1.72
P -1.79 -2.29 -0.98
O -2.79 -3.44 -1.32
O -2.23 -0.94 -1.53
O -1.46 -2.17 0.51
H 0.58 -4.06 -3.39
H -1.14 -3.67 -3.63
H -0.66 -4.79 -2.35
H 0.74 -3.70 -0.50
H 1.31 -1.43 -4.58
H -1.78 -0.60 -3.44
H -3.60 -3.48 -0.79
C -2.13 2.18 -2.08
Si -1.79 2.00 -0.27
C -3.36 1.90 0.71
C -0.55 3.29 0.28
H -2.33 3.23 -2.32
H -3.00 1.59 -2.37
H -1.27 1.86 -2.68
H -3.94 2.81 0.53
H -3.20 1.79 1.79
H -3.97 1.05 0.37
H -1.12 4.16 0.63
H 0.06 3.60 -0.57
H 0.12 2.97 1.08
*
```